116
Properties=species:S:1:pos:R:3:mulliken_charge:R:1 method="wB97M-V/def2-TZVPD" s_squared=6.036 multiplicity=5 total_energy_ev=-108142.416 total_charge=+2
Rh 0.0322 -0.5607 0.5562 1.7491
C -3.8473 1.6311 5.8794 -1.0917
Si -4.1019 1.6619 3.9877 0.1691
C -5.0570 3.2323 3.4750 -1.0995
C -5.0191 0.1058 3.4038 -1.0564
C -2.3313 1.9353 3.2857 0.2653
C -1.6278 3.0778 3.6534 -0.2810
C -0.3420 3.3150 3.1909 -1.4315
C 0.2304 2.3799 2.3448 -0.7020
N -0.4184 1.2939 1.9655 0.5841
C -1.6649 1.0670 2.4118 0.4929
S -2.3457 -0.3947 1.8072 -0.2522
H -4.8121 1.5892 6.3759 0.3726
H -3.3360 2.5246 6.2321 0.3721
H -3.2717 0.7677 6.2073 0.3237
H -6.0592 3.2096 3.8958 0.3585
H -5.1553 3.3136 2.3945 0.3457
H -4.5716 4.1372 3.8339 0.3552
H -6.0110 0.0888 3.8546 0.4207
H -4.5155 -0.8149 3.6905 0.3083
H -5.1511 0.0809 2.3246 0.3125
H -2.0957 3.7960 4.3108 0.4275
H 0.1992 4.2041 3.4777 0.4856
H 1.2362 2.4916 1.9588 0.4499
C -1.2201 -3.8484 -2.3800 -1.2087
Sb -0.7637 -2.9086 -0.4867 0.7365
C -2.4162 -3.8028 0.5616 -1.3359
C 0.9095 -4.2922 0.1294 -0.8906
C 0.4365 -5.1232 1.2280 0.4315
C -0.3474 -6.2425 0.9232 -0.5971
C -0.8712 -7.0460 1.9073 -0.6394
C -0.6659 -6.7195 3.2459 -0.8042
C 0.0954 -5.6172 3.5721 -0.7898
C 0.7013 -4.8282 2.5894 0.7788
C 1.6370 -3.7733 2.9961 -1.5398
Sb 0.7933 -1.7224 2.9120 0.3905
C 2.2830 -0.8119 4.1802 -1.2075
C -0.6398 -2.0375 4.4870 -1.3023
H -1.4575 -4.8918 -2.1910 0.3675
H -0.3864 -3.7815 -3.0727 0.3493
H -2.0870 -3.3604 -2.8200 0.4440
H -2.4352 -4.8689 0.3421 0.5276
H -3.3331 -3.3375 0.2058 0.5420
H -2.3200 -3.6421 1.6328 0.2453
H 1.7658 -3.6667 0.3627 -0.0279
H 1.0942 -4.8681 -0.7736 0.8160
H -0.5157 -6.4864 -0.1165 0.4550
H -1.4451 -7.9239 1.6480 0.4414
H -1.0840 -7.3415 4.0242 0.4373
H 0.2690 -5.3847 4.6151 0.4137
H 2.5344 -3.7396 2.3802 0.7231
H 1.9181 -3.8754 4.0407 0.7710
H 2.2597 -1.3115 5.1446 0.5639
H 2.0540 0.2421 4.3182 0.4030
H 3.2729 -0.9119 3.7449 0.2576
H -0.1134 -2.4617 5.3403 0.4822
H -1.4220 -2.7203 4.1613 0.3441
H -1.0845 -1.0848 4.7695 0.3940
N -2.1577 4.1305 -4.8951 0.0310
C -2.9976 4.4899 -5.9149 0.7315
C -2.9661 5.5120 -6.8494 -0.9913
C -4.0235 5.5783 -7.7446 -0.4516
C -5.0690 4.6491 -7.7194 -0.4838
C -5.1049 3.6211 -6.8020 -0.7917
C -4.0517 3.5361 -5.8824 0.5912
N -3.8221 2.6527 -4.8814 -0.6224
C -2.6991 3.0221 -4.2994 -0.0637
C -2.1266 2.3219 -3.1739 1.1579
C -0.9836 2.7534 -2.4888 -1.3789
C -0.4995 1.9922 -1.4430 -1.2804
N -1.0513 0.8464 -1.0525 0.5943
C -2.1622 0.4470 -1.6743 -1.0691
C -2.7318 1.1437 -2.7178 -1.0645
H -1.2973 4.5990 -4.6564 0.1607
H -2.1583 6.2300 -6.8846 0.3887
H -4.0460 6.3708 -8.4794 0.3984
H -5.8721 4.7491 -8.4355 0.3993
H -5.9123 2.9065 -6.7718 0.4464
H -0.4682 3.6658 -2.7523 0.3808
H 0.3741 2.3215 -0.8922 0.9605
H -2.6143 -0.4676 -1.3098 0.6774
H -3.6321 0.7961 -3.1997 0.5955
F 7.4310 -0.2263 3.4257 -0.3265
C 6.3860 -0.1771 2.5958 0.2113
C 5.4654 0.8498 2.7333 -0.7832
C 4.3828 0.8887 1.8744 -0.5118
C 4.2227 -0.0738 0.8863 0.7542
C 5.1460 -1.1071 0.7823 -0.5858
C 6.2388 -1.1589 1.6311 -0.7247
Sb 2.5155 0.0567 -0.4289 1.1877
C 3.2646 -1.2137 -1.9940 -0.3058
C 4.5700 -1.0471 -2.4417 -0.3283
C 5.0744 -1.8533 -3.4449 -0.9013
C 4.2627 -2.8366 -3.9861 0.1542
F 4.7419 -3.6334 -4.9456 -0.3237
C 2.9583 -3.0181 -3.5562 -0.4286
C 2.4624 -2.1913 -2.5628 0.0141
C 2.9633 1.9524 -1.3654 0.4134
C 3.1598 2.0432 -2.7366 -0.3065
C 3.3738 3.2727 -3.3371 -0.8242
C 3.3649 4.4138 -2.5529 0.2099
F 3.5262 5.6096 -3.1325 -0.3300
C 3.1664 4.3497 -1.1840 -0.8605
C 2.9662 3.1120 -0.6011 -0.0077
H 5.6082 1.6013 3.4944 0.4936
H 3.6592 1.6871 1.9805 0.2171
H 5.0308 -1.8738 0.0268 0.4634
H 6.9783 -1.9428 1.5491 0.5007
H 5.2007 -0.2835 -2.0047 0.6784
H 6.0830 -1.7356 -3.8120 0.4831
H 2.3548 -3.7950 -4.0020 0.4765
H 1.4298 -2.3055 -2.2358 -0.4356
H 3.1596 1.1518 -3.3492 0.4724
H 3.5533 3.3585 -4.3990 0.5090
H 3.1757 5.2559 -0.5967 0.5179
H 2.8175 3.0596 0.4697 0.0605